{"formula": "C37H33AsN4Pd", "method": "ωB97M-V/def2-TZVPD", "lumo_ha": [-0.3405, -0.4616], "fmax_ev_per_a": 0.3, "e_tot_ev": -109146.3592, "s_squared": 6.0675, "relative_energy_kj_mol": 0.0, "orbital_gap_ev": [7.95, 5.17], "multiplicity": 5, "total_charge": 4, "species": ["Pd", "C", "C", "C", "C", "C", "C", "C", "N", "N", "C", "C", "C", "C", "C", "C", "N", "C", "C", "C", "C", "C", "C", "N", "H", "H", "H", "H", "H", "H", "H", "H", "H", "H", "H", "H", "H", "H", "H", "H", "H", "H", "H", "H", "C", "C", "C", "C", "C", "C", "As", "C", "C", "C", "C", "C", "C", "C", "C", "C", "C", "C", "C", "H", "H", "H", "H", "H", "H", "H", "H", "H", "H", "H", "H", "H"], "coordinates": [[-0.690665, 5.219772, 0.702141], [-1.264472, 7.913395, -0.497814], [-2.565724, 7.879166, 0.299786], [-3.376078, 6.605365, 0.229930], [-4.748609, 6.684667, 0.037843], [-5.513792, 5.532516, 0.000506], [-4.886121, 4.304642, 0.148293], [-3.521544, 4.288810, 0.328163], [-2.778142, 5.408618, 0.373853], [-0.123240, 7.255113, 0.179626], [1.027863, 7.060872, -0.728937], [1.992816, 6.063323, -0.134737], [3.360449, 6.178140, -0.286503], [4.182843, 5.212007, 0.277247], [3.610463, 4.166886, 0.984279], [2.234695, 4.118967, 1.100081], [1.440213, 5.043083, 0.547841], [0.296751, 7.948788, 1.424597], [-0.355304, 7.412272, 2.673459], [-0.460804, 8.180304, 3.820363], [-1.019602, 7.617703, 4.957366], [-1.468068, 6.304803, 4.915842], [-1.339846, 5.601492, 3.735817], [-0.786373, 6.145543, 2.645768], [-0.992041, 8.954412, -0.697039], [-1.401855, 7.421656, -1.461854], [-3.193628, 8.681701, -0.085916], [-2.386532, 8.136152, 1.347376], [-5.211852, 7.654219, -0.082988], [-6.583811, 5.592238, -0.146840], [-5.439107, 3.377251, 0.120981], [-2.989828, 3.351745, 0.439602], [1.527796, 8.012052, -0.931368], [0.645755, 6.682854, -1.679883], [3.777159, 7.013264, -0.833348], [5.257221, 5.283762, 0.173606], [4.216328, 3.402582, 1.448677], [1.745496, 3.326503, 1.650775], [0.108822, 9.020949, 1.327792], [1.376250, 7.825317, 1.532715], [-0.111814, 9.204513, 3.820913], [-1.110866, 8.200328, 5.864315], [-1.915641, 5.833971, 5.779075], [-1.685300, 4.579419, 3.646845], [-3.231506, -9.763354, -1.272103], [-2.617407, -9.470324, -0.039509], [-1.528782, -8.642492, -0.009397], [-0.984447, -8.157051, -1.228429], [-1.655566, -8.394686, -2.456608], [-2.742887, -9.224947, -2.478208], [0.586858, -7.074217, -1.184399], [1.837400, -8.132506, -0.140806], [1.921040, -8.263503, 1.215655], [2.918635, -9.099058, 1.757563], [3.829073, -9.774023, 0.937946], [3.770822, -9.621948, -0.425599], [2.774799, -8.789921, -1.000719], [2.640063, -8.521000, -2.389730], [3.486401, -9.037935, -3.404697], [3.286886, -8.668570, -4.712814], [2.261540, -7.776152, -5.040377], [1.406548, -7.245523, -4.053275], [1.579111, -7.631823, -2.754453], [-4.108656, -10.398081, -1.291079], [-3.015409, -9.892938, 0.872790], [-1.061167, -8.395868, 0.934913], [-1.280821, -7.967973, -3.377285], [-3.233532, -9.466686, -3.411109], [1.250251, -7.740425, 1.884467], [2.982675, -9.215088, 2.832040], [4.584186, -10.406531, 1.383869], [4.484867, -10.133691, -1.055730], [4.289484, -9.716776, -3.153628], [3.927761, -9.057368, -5.492076], [2.123037, -7.480698, -6.072636], [0.638515, -6.539965, -4.342791]], "forces_ev_per_a": [[-0.006, 0.219, 0.051], [0.003, -0.003, -0.007], [-0.005, 0.003, 0.002], [0.008, 0.002, -0.003], [0.000, 0.001, -0.005], [-0.001, -0.002, 0.002], [-0.002, 0.001, -0.004], [0.002, 0.006, 0.004], [-0.008, -0.016, 0.007], [-0.017, 0.006, -0.022], [0.003, -0.005, 0.002], [-0.007, 0.002, 0.004], [0.001, -0.001, -0.005], [0.001, -0.001, 0.001], [0.000, -0.001, 0.000], [0.003, 0.002, -0.003], [0.013, -0.008, 0.011], [-0.002, 0.007, 0.002], [-0.003, 0.002, -0.001], [-0.001, -0.003, -0.001], [-0.003, -0.002, 0.003], [0.001, 0.003, 0.002], [0.006, -0.001, -0.003], [-0.010, -0.002, 0.001], [-0.001, 0.000, -0.001], [0.000, -0.001, 0.000], [0.000, 0.000, 0.002], [0.003, 0.000, -0.001], [0.001, 0.000, 0.000], [0.000, 0.000, 0.000], [0.000, -0.001, 0.000], [-0.001, -0.001, 0.001], [0.002, 0.000, 0.002], [0.000, 0.003, -0.002], [-0.001, 0.001, 0.000], [0.000, 0.000, 0.000], [0.001, -0.001, -0.001], [0.000, 0.001, 0.001], [-0.002, 0.000, 0.000], [0.000, 0.002, -0.001], [0.000, 0.000, -0.001], [0.000, 0.000, 0.000], [0.000, -0.001, 0.000], [-0.001, 0.000, 0.001], [0.007, 0.006, 0.002], [-0.020, -0.010, -0.021], [0.042, 0.010, -0.006], [-0.071, 0.025, 0.003], [0.028, 0.027, 0.013], [-0.019, -0.018, 0.017], [0.049, -0.320, -0.076], [-0.004, 0.033, 0.025], [-0.005, 0.001, -0.001], [0.003, -0.004, 0.002], [0.000, 0.002, 0.005], [-0.002, 0.002, -0.007], [0.008, 0.000, 0.007], [0.003, 0.003, -0.005], [-0.002, 0.000, 0.004], [-0.002, 0.002, -0.003], [0.004, -0.005, -0.004], [-0.007, -0.004, 0.005], [0.007, 0.039, 0.000], [0.001, -0.002, 0.000], [0.002, 0.002, 0.002], [-0.002, -0.003, 0.002], [-0.003, -0.001, -0.001], [0.001, 0.003, -0.001], [0.000, -0.001, 0.001], [-0.001, 0.001, 0.000], [0.001, 0.000, 0.000], [0.000, -0.002, 0.001], [0.000, -0.001, 0.000], [0.000, 0.000, 0.000], [-0.001, 0.000, 0.000], [0.002, 0.001, -0.002]], "lowdin_charge": [1.088, -0.141, -0.090, -0.245, 0.018, 0.001, -0.023, -0.114, -0.034, -0.234, -0.102, -0.264, 0.020, 0.002, -0.017, -0.093, -0.021, -0.079, -0.259, 0.019, 0.005, -0.012, -0.089, 0.003, 0.145, 0.136, 0.134, 0.124, 0.133, 0.133, 0.124, 0.110, 0.151, 0.142, 0.136, 0.133, 0.125, 0.119, 0.151, 0.144, 0.137, 0.135, 0.128, 0.121, 0.055, -0.006, -0.059, -0.338, -0.054, -0.004, 1.487, -0.289, -0.047, 0.039, 0.005, 0.057, -0.141, -0.142, 0.058, 0.005, 0.038, -0.051, -0.297, 0.141, 0.135, 0.109, 0.107, 0.136, 0.121, 0.138, 0.138, 0.132, 0.132, 0.138, 0.138, 0.123]}